Molecular formula: C30H43BNO22
Method: DFT, the ωB97M-V functional and the def2-TZVPD basis

Structure (XYZ):
```
97
Properties=species:S:1:pos:R:3:forces:R:3:lowdin_charge:R:1
C 11.3089 -3.4112 -2.8697 0.6166 1.0930 0.1529 -0.123
C 10.8677 -2.0380 -3.6210 -1.1683 -1.1701 -0.3216 -0.228
C 9.4251 -2.3081 -4.2841 -0.7700 0.5073 -0.1987 -0.236
C 8.1987 -1.5853 -3.5252 -0.5173 -0.3189 -0.4136 -0.189
C 6.8351 -1.9915 -4.3421 0.2244 -0.3773 0.3705 -0.127
C 5.8972 -2.9478 -3.4727 -0.5825 -2.0227 -0.2532 -0.058
C 5.8905 -4.4639 -3.8799 -2.3027 0.8405 3.1133 0.107
C 5.0364 -5.4982 -3.0567 0.4407 4.2596 -0.0795 -0.001
C 5.0601 -7.0452 -3.4317 -0.4186 -2.9362 2.3273 -0.363
O 4.8425 -7.9202 -2.5589 0.7732 3.8773 -3.0451 0.103
O 5.3648 -7.4491 -4.7583 0.5368 1.6499 2.0269 0.048
C 4.2203 -4.8966 -1.8675 2.3462 1.7787 -2.2876 0.087
C 4.3092 -3.3860 -1.5818 0.8207 -2.1439 -1.4772 0.083
N 5.1134 -2.4411 -2.3497 0.2685 -4.5028 -0.8902 -0.021
C 5.1223 -1.0157 -1.9106 -0.1582 0.6296 1.0346 -0.026
B 4.3698 0.0196 -2.9130 -0.8360 1.8455 -1.0237 -0.517
O 3.4516 -0.3261 -3.9569 2.4044 1.1486 1.2476 0.112
O 4.6321 1.4357 -2.7178 1.1475 -3.0397 -0.1643 0.098
H 10.4614 -4.1661 -2.7612 1.0885 1.1006 -0.2655 0.064
H 12.1584 -3.8581 -3.5014 -1.2496 0.4020 1.3403 0.082
H 11.6549 -3.1260 -1.8083 -0.2085 -0.7698 -1.7111 0.078
H 10.7679 -1.1565 -2.8865 0.4064 -1.3318 -1.2593 0.110
H 11.5893 -1.8186 -4.4849 -0.9313 -0.0727 1.5891 0.109
H 9.1585 -3.4352 -4.3190 0.6363 1.7398 0.0916 0.106
H 9.3753 -1.9428 -5.3808 0.1700 -0.4832 1.7076 0.120
H 8.2943 -0.4327 -3.5468 0.0261 -1.9211 0.1686 0.122
H 8.0672 -1.9579 -2.4375 0.5365 0.6998 -1.6550 0.119
H 7.1741 -2.5859 -5.2728 -0.7998 0.8560 1.5440 0.117
H 6.3165 -1.0532 -4.7361 0.3612 -1.3745 0.7497 0.122
H 6.5168 -4.7968 -4.7825 -1.1474 0.6691 1.6249 0.126
H 6.2174 -7.9420 -4.7157 -0.9379 0.0512 0.0075 0.138
H 3.5977 -5.5964 -1.2152 0.9529 1.3627 -0.9704 0.134
H 3.7240 -2.9589 -0.6933 1.0395 -0.7167 -1.4064 0.105
H 4.5377 -0.9808 -0.9127 0.9737 -0.0802 -1.6749 0.135
H 6.1780 -0.6219 -1.6426 -1.5104 -1.0254 -0.6609 0.147
H 3.5617 0.4005 -4.6255 -0.6498 -0.7875 0.8156 0.130
H 5.5554 1.4886 -2.3581 -1.3105 0.4128 -0.1845 0.111
C 1.4492 -0.0160 -0.4132 -0.3287 0.8709 -0.8075 -0.104
C 0.7226 -0.0509 0.8946 -0.4463 0.7112 0.3112 -0.121
O 0.9754 -1.3706 1.3678 0.9668 -0.6121 -0.5294 0.092
C 2.1162 -1.7982 0.7727 -0.3497 -0.5613 0.8465 -0.529
O 2.7034 -2.8044 1.0764 -0.2345 0.8041 -0.5589 0.137
O 2.5125 -0.9429 -0.2106 -0.0034 -0.6428 0.5409 0.011
H 1.8360 0.9766 -0.6487 0.0995 -0.1638 0.0777 0.133
H 0.8314 -0.3635 -1.2464 0.0757 -0.0697 0.0630 0.145
H 1.1235 0.6658 1.6146 -0.0483 -0.1120 -0.1068 0.134
H -0.3474 0.1225 0.7808 0.1450 -0.1978 0.1444 0.138
C -1.7573 2.8892 2.5105 -0.5277 -0.2156 0.7817 -0.102
C -2.2784 3.8513 1.4879 -0.8327 0.2800 0.2839 -0.130
O -1.1026 4.2476 0.7912 0.8052 -0.6554 0.0431 0.084
C -0.1871 3.2584 0.9568 0.4486 0.4027 -0.4427 -0.535
O 0.8558 3.1923 0.3636 -0.6797 -0.2138 0.3763 0.144
O -0.6014 2.3477 1.8798 0.2955 0.4143 -0.5141 0.024
H -2.4758 2.1030 2.7481 0.1951 -0.0262 -0.0415 0.131
H -1.4547 3.3851 3.4370 0.0184 -0.0268 -0.0918 0.143
H -2.9655 3.3783 0.7808 0.0503 0.0100 0.0833 0.134
H -2.7717 4.7115 1.9386 0.1616 -0.0566 -0.2399 0.133
C -4.4891 -0.3362 4.7540 0.5301 -0.3649 0.5650 -0.126
C -5.2980 -1.2165 3.8542 0.2044 -1.1017 -0.5070 -0.137
O -6.3864 -0.3800 3.4794 0.2154 0.9810 0.0619 0.073
C -5.9713 0.9053 3.6225 -0.6849 0.3890 -0.3413 -0.542
O -6.5839 1.8620 3.2353 0.5275 -0.5783 0.2639 0.139
O -4.7698 0.9692 4.2612 -0.4529 0.2200 -0.4131 0.049
H -3.4208 -0.5516 4.6984 -0.0795 0.2114 -0.0216 0.136
H -4.8096 -0.3967 5.7975 -0.0091 -0.0007 -0.1048 0.126
H -4.7503 -1.5094 2.9522 0.0184 0.1969 -0.0345 0.135
H -5.6539 -2.1147 4.3608 0.0545 0.5448 -0.4656 0.098
C -8.2310 5.0651 1.2603 0.1774 0.2859 0.8046 -0.125
C -7.6407 3.8814 0.5587 0.7846 -0.6397 0.3873 -0.127
O -8.5758 3.6228 -0.4806 -0.4212 0.5510 -0.1654 0.064
C -9.2382 4.7876 -0.7208 -0.6553 0.1359 -0.8148 -0.549
O -9.9772 4.9663 -1.6470 0.6122 -0.1267 0.7215 0.149
O -8.9509 5.7235 0.2259 -0.1114 -0.3744 -0.5030 0.063
H -7.4693 5.7221 1.6830 -0.1520 0.0653 -0.1554 0.136
H -8.9304 4.7778 2.0509 0.0233 -0.0046 -0.0716 0.136
H -6.6681 4.1030 0.1114 -0.1122 0.0416 0.0393 0.111
H -7.5400 3.0155 1.2154 -0.1066 0.0240 -0.1749 0.117
C -4.5240 4.5005 -2.8057 -0.4837 -0.3465 -0.7766 -0.120
C -3.1492 5.0959 -2.8414 0.5616 0.0007 -0.6586 -0.126
O -3.1095 5.8808 -1.6577 -0.5126 -0.2237 0.5095 0.076
C -4.0254 5.3583 -0.7998 -0.0404 0.5232 0.7452 -0.548
O -4.1337 5.6766 0.3516 -0.0828 -0.2055 -0.9740 0.138
O -4.8037 4.4267 -1.4136 0.4433 0.3225 0.4022 0.047
H -4.5622 3.5106 -3.2628 -0.1023 0.0473 0.2238 0.138
H -5.2711 5.1408 -3.2829 0.0501 -0.0307 0.0707 0.142
H -2.3624 4.3373 -2.7892 -0.0402 0.0456 0.0360 0.134
H -2.9858 5.7155 -3.7243 0.0380 0.0761 0.2280 0.139
C -8.2289 -1.8359 8.4495 -0.3608 0.0238 0.8451 -0.124
C -8.6370 -0.9701 7.2970 -0.7951 0.5834 0.0095 -0.119
O -7.5283 -1.0722 6.4131 0.5726 -0.5875 0.0630 0.064
C -6.8930 -2.2391 6.7012 0.3454 -0.4433 -0.1723 -0.516
O -6.0156 -2.7142 6.0320 -0.8333 -0.0241 1.2867 0.127
O -7.3775 -2.7982 7.8405 0.3529 0.2210 -0.7559 0.080
H -9.0804 -2.3193 8.9304 0.2010 -0.1230 -0.0841 0.140
H -7.6588 -1.2873 9.2048 -0.0082 -0.0418 -0.0709 0.138
H -9.5304 -1.3431 6.7882 0.0977 0.0026 0.0079 0.140
H -8.8047 0.0664 7.5927 0.1521 -0.0649 -0.1947 0.140
```
Positions in Å, forces in eV/Å.

Properties
HOMO level in eV: -11.65
Maximum force in hartree/bohr: 0.0970
Molecular weight in g mol⁻¹: 780.47
HOMO-LUMO gap in eV: 7.009
E_LUMO in Ha: -0.171
Total charge: +1
Electronic energy in a.u.: -2903.597956